Entry 1:
Formula: C23H41BO2S
Source: the OMol25 dataset
Level of theory: ωB97M-V with the def2-TZVPD basis set

The SMILES is CCSCB(CCCCCCCOC)Cc1cccc(C)c1.C1CCOC1. Its LUMO energy is 0.5 eV. The value obtained for the HOMO energy is -0.30778 hartree.

Structure (XYZ):
```
68
Properties=species:S:1:pos:R:3:lowdin_charge:R:1
C 2.10 3.78 -0.14 -0.163
C 0.73 4.48 -0.34 -0.527
S -0.63 3.27 -0.25 0.870
C -1.87 3.92 -1.41 -0.398
B -3.05 2.91 -1.74 -0.340
C -2.85 1.92 -2.98 -0.125
C -1.90 0.71 -2.64 -0.183
C -2.72 -0.60 -2.51 -0.184
C -2.43 -1.47 -1.25 -0.207
C -0.98 -1.45 -0.75 -0.209
C -0.77 -2.45 0.44 -0.151
C 0.44 -3.40 0.22 -0.220
O 1.49 -3.05 1.11 -0.204
C 2.43 -2.16 0.52 -0.101
C -4.44 2.84 -0.97 -0.064
C -4.42 2.13 0.37 -0.215
C -5.59 2.15 1.12 -0.066
C -5.68 1.51 2.32 -0.083
C -4.60 0.81 2.83 -0.059
C -3.44 0.80 2.11 -0.271
C -2.26 0.05 2.71 -0.040
C -3.35 1.43 0.90 -0.021
H 1.96 2.70 -0.21 0.046
H 2.56 4.08 0.81 0.066
H 2.80 4.05 -0.93 0.066
H 0.59 5.21 0.46 0.062
H 0.72 5.03 -1.28 0.070
H -2.27 4.89 -1.07 0.074
H -1.35 4.13 -2.36 0.067
H -2.41 2.53 -3.78 0.100
H -3.82 1.58 -3.35 0.088
H -1.21 0.57 -3.47 0.108
H -1.35 0.97 -1.73 0.049
H -3.79 -0.36 -2.48 0.100
H -2.59 -1.21 -3.41 0.106
H -2.67 -2.51 -1.52 0.110
H -3.15 -1.21 -0.46 0.104
H -0.78 -0.46 -0.33 0.086
H -0.25 -1.60 -1.55 0.111
H -1.71 -2.97 0.62 0.105
H -0.56 -1.86 1.34 0.090
H 0.78 -3.33 -0.82 0.111
H 0.14 -4.42 0.48 0.116
H 1.91 -1.45 -0.14 0.083
H 3.12 -2.74 -0.11 0.079
H 3.02 -1.63 1.27 0.086
H -5.16 2.31 -1.61 0.108
H -4.84 3.86 -0.83 0.116
H -6.45 2.68 0.72 0.117
H -6.63 1.53 2.86 0.106
H -4.69 0.29 3.78 0.116
H -2.49 -1.02 2.75 0.082
H -1.32 0.20 2.17 0.070
H -2.16 0.35 3.76 0.082
H -2.42 1.37 0.34 0.069
C 7.44 -3.99 0.94 -0.173
C 7.87 -2.53 0.90 -0.174
C 6.68 -1.87 0.22 -0.201
O 5.53 -2.64 0.57 -0.166
C 5.95 -3.87 1.18 -0.200
H 7.95 -4.58 1.70 0.112
H 7.63 -4.45 -0.04 0.114
H 7.97 -2.15 1.92 0.114
H 8.81 -2.35 0.38 0.111
H 6.79 -1.89 -0.87 0.118
H 6.54 -0.84 0.53 0.117
H 5.72 -3.81 2.25 0.120
H 5.38 -4.70 0.75 0.119
```


Entry 2:
Formula: C51H31Cl5N9NaO4S
Source: the OMol25 dataset
Level of theory: ωB97M-V with the def2-TZVPD basis set

For the energy above the lowest of the compared OMol25 structures with the same formula, charge and spin, the calculation gives 97.3 kJ/mol. Its net charge is -2. Its LUMO energy is 2.6 eV. The value obtained for the HOMO energy is -0.11449 hartree.

Structure (XYZ):
```
102
Properties=species:S:1:pos:R:3:lowdin_charge:R:1
Na 0.02 -0.40 -2.73 0.189
Cl -3.12 1.07 -3.79 0.598
C -2.12 0.74 -5.23 -0.689
C -0.96 0.02 -5.06 -0.170
C -0.26 -0.23 -6.23 -0.694
Cl 1.24 -1.14 -6.14 0.655
C -0.68 0.20 -7.49 -0.708
Cl 0.22 -0.17 -8.93 0.621
C -1.86 0.93 -7.60 -0.717
Cl -2.42 1.48 -9.15 0.614
C -2.60 1.22 -6.45 -0.716
Cl -4.07 2.13 -6.58 0.603
C -2.74 7.02 9.61 -0.093
O -2.06 5.78 9.56 -0.086
C -1.81 5.25 8.33 -0.289
C -1.07 4.06 8.30 0.001
C -0.78 3.46 7.10 -0.014
C -1.22 4.01 5.89 -0.151
C -1.95 5.19 5.94 -0.028
C -2.25 5.81 7.14 -0.023
C -0.88 3.34 4.62 -0.282
N -0.24 2.20 4.52 0.188
C -0.16 1.95 3.17 -0.166
C -0.75 2.96 2.45 -0.130
N -1.22 3.84 3.40 0.174
C -0.83 2.99 1.02 -0.082
C -1.45 3.99 0.27 -0.018
C -1.46 3.90 -1.10 -0.044
C -0.86 2.78 -1.69 -0.123
N -0.29 1.81 -0.99 0.153
C -0.24 1.91 0.34 -0.134
C 0.44 0.84 1.09 -0.171
N 1.00 -0.14 0.36 0.156
C 1.58 -1.13 0.99 -0.093
C 1.64 -1.23 2.39 -0.034
C 1.07 -0.23 3.14 -0.012
C 0.46 0.84 2.49 -0.094
H -2.79 7.30 10.66 0.088
H -3.75 6.93 9.21 0.092
H -2.20 7.79 9.05 0.093
H -0.74 3.64 9.24 0.118
H -0.21 2.54 7.06 0.114
H -2.31 5.64 5.02 0.104
H -2.83 6.73 7.13 0.098
H -1.67 4.72 3.22 0.140
H -1.92 4.84 0.76 0.104
H -1.92 4.65 -1.71 0.106
H -0.86 2.66 -2.77 0.095
H 2.02 -1.90 0.37 0.101
H 2.11 -2.09 2.85 0.102
H 1.09 -0.25 4.23 0.110
O 1.28 -2.05 -2.18 -0.091
C 1.79 -3.39 -2.36 -0.284
C 0.94 -4.12 -3.51 -0.616
O 1.33 -5.26 -3.82 -0.018
O -0.04 -3.47 -3.91 -0.037
C 1.42 -4.07 -1.05 -0.127
C 2.34 -4.69 -0.21 -0.024
C 1.93 -5.23 1.01 -0.100
C 0.61 -5.15 1.41 -0.112
C -0.32 -4.53 0.57 -0.067
C 0.08 -4.01 -0.65 -0.001
C 3.29 -3.36 -2.63 -0.132
C 3.99 -4.52 -2.97 -0.043
C 5.36 -4.48 -3.20 -0.094
C 6.06 -3.29 -3.10 -0.109
C 5.38 -2.13 -2.75 -0.080
C 4.01 -2.17 -2.50 -0.011
H 1.59 -1.54 -2.95 0.037
H 3.38 -4.74 -0.50 0.107
H 2.67 -5.70 1.65 0.090
H 0.30 -5.56 2.36 0.088
H -1.36 -4.44 0.88 0.096
H -0.62 -3.52 -1.30 0.100
H 3.43 -5.44 -3.08 0.106
H 5.87 -5.40 -3.48 0.091
H 7.12 -3.26 -3.30 0.090
H 5.91 -1.19 -2.69 0.075
H 3.50 -1.26 -2.22 0.097
N -2.55 -2.43 -3.73 0.125
C -2.83 -2.40 -2.43 -0.675
N -2.22 -1.70 -1.51 0.114
C -2.80 -1.93 -0.27 -0.317
C -2.37 -1.37 0.93 -0.008
C -3.00 -1.70 2.11 -0.095
C -4.07 -2.59 2.13 -0.120
C -4.52 -3.17 0.94 -0.116
C -3.87 -2.83 -0.24 -0.499
S -4.18 -3.41 -1.85 1.050
H -1.67 -2.03 -4.05 0.052
H -2.85 -3.23 -4.26 0.100
H -1.52 -0.69 0.91 0.091
H -2.65 -1.26 3.04 0.095
H -4.56 -2.84 3.06 0.088
H -5.34 -3.87 0.95 0.097
N 1.95 0.76 -3.29 0.175
C 2.92 1.34 -3.56 -0.183
C 4.06 2.14 -3.83 -0.289
C 5.36 1.57 -3.90 -0.270
N 6.43 1.14 -3.95 0.093
C 3.90 3.54 -3.96 -0.280
N 3.79 4.69 -4.06 0.080
```


Entry 3:
Formula: C30H28N6NaO3S
Source: the OMol25 dataset
Level of theory: ωB97M-V with the def2-TZVPD basis set

For the energy above the lowest of the compared OMol25 structures with the same formula, charge and spin, the calculation gives 35.8 kJ/mol. Its net charge is -1. Its LUMO energy is 1.9 eV. The value obtained for the HOMO energy is -0.11160 hartree.

Structure (XYZ):
```
69
Properties=species:S:1:pos:R:3:lowdin_charge:R:1
Na -2.08 0.53 -2.42 0.064
C 8.52 -0.55 6.78 -0.091
O 7.15 -0.44 7.11 -0.086
C 6.27 -0.26 6.09 -0.285
C 6.63 -0.17 4.75 -0.014
C 5.65 0.02 3.78 -0.015
C 4.31 0.12 4.13 -0.154
C 3.96 0.03 5.48 -0.026
C 4.93 -0.15 6.45 -0.004
C 3.31 0.32 3.08 -0.278
N 3.59 0.49 1.81 0.186
C 2.37 0.62 1.18 -0.172
C 1.35 0.55 2.09 -0.128
N 1.96 0.36 3.31 0.179
C -0.04 0.67 1.75 -0.081
C -1.10 0.59 2.66 -0.013
C -2.38 0.73 2.19 -0.027
C -2.58 0.97 0.83 -0.083
N -1.59 1.05 -0.04 0.137
C -0.33 0.88 0.40 -0.131
C 0.74 0.90 -0.60 -0.127
N 0.39 1.01 -1.89 0.130
C 1.33 1.02 -2.81 -0.116
C 2.69 0.92 -2.52 -0.054
C 3.07 0.81 -1.20 -0.009
C 2.09 0.78 -0.21 -0.081
H 9.05 -0.69 7.72 0.090
H 8.89 0.35 6.29 0.094
H 8.70 -1.42 6.13 0.094
H 7.66 -0.25 4.44 0.101
H 5.91 0.08 2.74 0.113
H 2.93 0.12 5.80 0.104
H 4.67 -0.22 7.50 0.118
H 1.50 0.23 4.19 0.142
H -0.91 0.40 3.71 0.105
H -3.23 0.64 2.85 0.109
H -3.59 1.03 0.43 0.093
H 0.99 1.08 -3.84 0.109
H 3.42 0.93 -3.32 0.098
H 4.11 0.71 -0.91 0.112
N -2.14 0.09 -4.86 0.010
C -3.39 0.72 -5.31 -0.271
C -3.35 2.25 -5.27 -0.202
C -3.60 2.88 -3.91 -0.282
N -2.40 2.91 -3.08 0.008
H -1.57 -0.18 -5.65 0.068
H -2.34 -0.77 -4.34 0.011
H -4.19 0.38 -4.65 0.102
H -3.66 0.40 -6.32 0.100
H -4.12 2.62 -5.96 0.098
H -2.39 2.60 -5.67 0.103
H -4.33 2.27 -3.37 0.098
H -4.05 3.88 -4.05 0.098
H -2.62 3.18 -2.13 0.075
H -1.70 3.55 -3.44 0.072
O -4.98 -0.44 -0.21 -0.036
C -4.56 -0.69 -1.35 -0.656
O -4.22 0.17 -2.22 -0.098
C -4.53 -2.16 -1.76 -0.166
C -5.77 -2.80 -1.75 -0.062
C -5.91 -4.12 -2.13 -0.132
C -4.78 -4.83 -2.52 -0.138
C -3.54 -4.20 -2.51 -0.165
C -3.37 -2.86 -2.13 -0.665
S -1.74 -2.19 -2.13 0.486
H -6.63 -2.23 -1.42 0.106
H -6.89 -4.60 -2.12 0.079
H -4.86 -5.86 -2.82 0.083
H -2.66 -4.76 -2.80 0.074
```


Entry 4:
Formula: C43H43CrN6O3S3Se
Source: the OMol25 dataset
Level of theory: ωB97M-V with the def2-TZVPD basis set

Its net charge is +2. As for the expectation value of S²: 3.95. Its LUMO energy (alpha / beta) is -7.3 / -7.1 eV. The value obtained for the HOMO energy (alpha / beta) is -0.47319 / -0.47311 hartree. The spin multiplicity is 4.

Structure (XYZ):
```
100
Properties=species:S:1:pos:R:3:lowdin_charge:R:1
Cr 0.16 -0.16 -0.58 0.631
S 0.96 2.20 -0.16 0.882
C -0.23 3.40 -0.37 -0.580
N 0.07 4.68 -0.53 -0.066
C -1.02 5.62 -0.75 -0.064
C -2.25 5.19 0.03 -0.072
N -2.59 3.82 -0.32 -0.058
C -3.99 3.44 -0.33 -0.098
C -4.55 3.38 1.07 -0.210
C -5.11 4.51 1.65 -0.042
C -5.66 4.45 2.92 -0.054
C -5.64 3.25 3.62 -0.057
C -5.08 2.13 3.05 -0.059
C -4.53 2.19 1.78 -0.041
C -1.60 2.94 -0.42 -0.568
S -1.84 1.28 -0.63 0.871
C 1.40 5.22 -0.39 -0.094
C 1.50 5.93 0.94 -0.223
C 1.35 5.20 2.12 -0.041
C 1.40 5.84 3.34 -0.059
C 1.60 7.21 3.40 -0.058
C 1.76 7.94 2.23 -0.054
C 1.69 7.31 1.00 -0.038
H -1.25 5.67 -1.83 0.156
H -0.69 6.61 -0.43 0.144
H -3.09 5.84 -0.21 0.142
H -2.06 5.25 1.11 0.158
H -4.07 2.47 -0.82 0.102
H -4.53 4.19 -0.92 0.146
H -5.14 5.44 1.10 0.112
H -6.10 5.33 3.35 0.115
H -6.08 3.21 4.61 0.115
H -5.07 1.20 3.60 0.110
H -4.09 1.31 1.34 0.076
H 1.59 5.91 -1.21 0.147
H 2.12 4.40 -0.44 0.099
H 1.21 4.13 2.07 0.094
H 1.29 5.27 4.25 0.112
H 1.64 7.71 4.36 0.114
H 1.93 9.00 2.28 0.115
H 1.82 7.88 0.10 0.118
Se 3.19 0.07 -1.98 1.341
N 2.17 -0.04 -0.53 -0.472
C 2.96 -0.10 0.57 -0.361
C 2.53 -0.17 1.90 -0.022
C 3.49 -0.22 2.88 -0.032
C 4.86 -0.23 2.57 -0.044
C 5.31 -0.17 1.28 0.010
C 4.36 -0.08 0.25 -0.356
N 4.63 0.04 -1.06 -0.200
H 1.47 -0.21 2.12 0.107
H 3.19 -0.28 3.91 0.119
H 5.58 -0.29 3.38 0.118
H 6.36 -0.18 1.03 0.127
C -2.43 -3.31 -3.17 -0.112
C -2.93 -3.39 -1.74 -0.346
S -2.98 -1.72 -0.98 1.012
O -1.55 -1.21 -1.13 -0.743
C -3.07 -2.22 0.79 -0.355
C -4.46 -1.99 1.36 -0.120
H -2.40 -4.31 -3.60 0.078
H -1.42 -2.90 -3.20 0.073
H -3.08 -2.70 -3.79 0.084
H -2.30 -4.03 -1.13 0.072
H -3.96 -3.74 -1.71 0.105
H -2.32 -1.60 1.29 0.078
H -2.78 -3.27 0.89 0.094
H -4.82 -0.99 1.13 0.057
H -4.42 -2.09 2.44 0.088
H -5.17 -2.72 0.99 0.082
O 0.00 -2.27 1.31 0.046
C 0.57 -2.75 0.35 -0.545
N 1.10 -3.97 0.15 0.205
C 1.72 -4.07 -1.16 -0.249
C 1.52 -2.64 -1.66 -0.442
O 1.96 -2.11 -2.67 -0.036
N 0.76 -1.99 -0.78 0.003
C 3.18 -4.48 -1.08 -0.139
C 3.53 -5.83 -1.06 -0.013
C 4.86 -6.21 -1.02 -0.053
C 5.85 -5.25 -0.98 -0.062
C 5.52 -3.91 -0.98 -0.055
C 4.19 -3.53 -1.02 -0.018
C 0.96 -4.96 -2.12 -0.167
C 1.39 -5.04 -3.44 -0.011
C 0.72 -5.86 -4.34 -0.046
C -0.38 -6.59 -3.93 -0.071
C -0.82 -6.50 -2.62 -0.080
C -0.16 -5.68 -1.72 -0.049
H 1.13 -4.70 0.84 0.178
H 2.75 -6.58 -1.11 0.123
H 5.11 -7.26 -1.01 0.113
H 6.89 -5.54 -0.97 0.111
H 6.28 -3.15 -0.96 0.109
H 3.93 -2.48 -1.02 0.071
H 2.24 -4.46 -3.76 0.128
H 1.07 -5.93 -5.35 0.114
H -0.89 -7.23 -4.63 0.111
H -1.67 -7.08 -2.29 0.112
H -0.50 -5.63 -0.69 0.107
```


Entry 5:
Formula: C5H10O2
Source: the OMol25 dataset
Level of theory: ωB97M-V with the def2-TZVPD basis set

For the energy above the lowest of the compared OMol25 structures with the same formula, charge and spin, the calculation gives 746.9 kJ/mol. Its LUMO energy (alpha / beta) is 0.0 / 0.0 eV. The value obtained for the HOMO energy (alpha / beta) is -0.26925 / -0.26916 hartree.

Structure (XYZ):
```
17
Properties=species:S:1:pos:R:3:lowdin_charge:R:1
C -0.80 -1.11 1.23 0.146
C -0.41 0.69 -0.36 -0.364
C 0.86 0.02 -0.83 -0.150
C 1.71 -0.22 0.45 -0.200
O 0.83 -0.12 1.58 -0.150
C -1.50 1.03 -1.26 -0.157
O -0.62 2.04 -0.78 -0.068
H -1.18 -1.37 0.25 0.052
H -0.30 -1.93 1.74 0.060
H -1.51 -0.57 1.84 0.066
H 1.41 0.61 -1.57 0.121
H 0.62 -0.95 -1.29 0.112
H 2.47 0.56 0.56 0.122
H 2.20 -1.19 0.49 0.117
H 0.16 0.58 1.21 0.083
H -2.53 1.08 -0.90 0.102
H -1.41 0.84 -2.34 0.107
```


Entry 6:
Formula: C22H51N5O6S
Source: the OMol25 dataset
Level of theory: ωB97M-V with the def2-TZVPD basis set

The SMILES is COCCOCCCCCSc1nnco1.COC[C@@H](C)N.COC[C@@H](C)N.COC[C@@H](C)N. Its LUMO energy is 0.6 eV. The value obtained for the HOMO energy is -0.32804 hartree.

Structure (XYZ):
```
85
Properties=species:S:1:pos:R:3:lowdin_charge:R:1
C 0.43 -2.56 -1.51 -0.090
O -0.03 -1.24 -1.77 -0.190
C 0.97 -0.26 -1.92 -0.215
C 0.81 0.45 -3.25 -0.181
O 1.88 1.32 -3.57 -0.153
C 1.98 2.45 -2.72 -0.206
C 0.95 3.55 -3.02 -0.159
C 0.19 4.03 -1.78 -0.214
C -0.54 2.91 -1.02 -0.277
C -1.87 3.33 -0.39 -0.441
S -3.11 3.65 -1.67 0.994
C -3.83 2.09 -1.91 -0.695
N -3.35 1.11 -2.56 0.070
N -4.29 0.09 -2.52 0.066
C -5.26 0.55 -1.85 -0.212
O -5.07 1.79 -1.42 0.045
H -0.26 -3.22 -2.02 0.089
H 1.43 -2.76 -1.90 0.086
H 0.38 -2.71 -0.44 0.075
H 1.99 -0.64 -1.81 0.129
H 0.86 0.46 -1.10 0.099
H -0.16 0.93 -3.34 0.115
H 0.83 -0.34 -4.00 0.134
H 2.97 2.86 -2.90 0.112
H 1.94 2.22 -1.66 0.111
H 1.49 4.43 -3.38 0.105
H 0.27 3.29 -3.83 0.120
H 0.96 4.42 -1.10 0.112
H -0.45 4.87 -2.01 0.098
H 0.12 2.48 -0.27 0.107
H -0.78 2.12 -1.74 0.076
H -1.76 4.24 0.20 0.078
H -2.18 2.53 0.27 0.078
H -6.17 0.01 -1.66 0.133
C 7.22 0.41 -4.11 -0.074
C 5.76 0.00 -4.26 -0.429
C 5.38 -0.39 -5.70 -0.208
O 5.20 0.70 -6.58 -0.186
C 6.40 1.22 -7.15 -0.109
N 4.91 1.07 -3.74 0.052
H 7.41 1.41 -4.50 0.063
H 7.50 0.41 -3.06 0.073
H 7.89 -0.28 -4.63 0.076
H 5.61 -0.89 -3.64 0.133
H 4.41 -0.89 -5.67 0.121
H 6.09 -1.11 -6.12 0.118
H 7.13 0.43 -7.33 0.089
H 6.83 1.99 -6.51 0.075
H 6.14 1.68 -8.10 0.086
H 3.94 0.76 -3.75 0.047
H 4.92 1.83 -4.42 0.074
C -3.02 -3.32 2.29 -0.068
C -2.29 -2.36 1.36 -0.427
C -2.32 -0.90 1.83 -0.198
O -3.55 -0.23 1.63 -0.199
C -4.53 -0.46 2.62 -0.101
N -2.84 -2.51 0.00 0.058
H -4.10 -3.25 2.20 0.064
H -2.74 -4.35 2.07 0.076
H -2.75 -3.12 3.33 0.055
H -1.24 -2.66 1.33 0.123
H -1.58 -0.34 1.24 0.115
H -2.01 -0.82 2.88 0.110
H -4.09 -0.59 3.61 0.079
H -5.14 -1.34 2.37 0.077
H -5.20 0.40 2.64 0.087
H -2.28 -1.94 -0.63 0.052
H -3.75 -2.06 0.00 0.061
C -3.29 -1.85 6.65 -0.069
C -1.93 -2.55 6.72 -0.429
C -1.17 -2.29 8.02 -0.210
O -0.55 -1.01 8.10 -0.189
C -1.40 0.04 8.50 -0.105
N -1.15 -2.19 5.54 0.045
H -3.19 -0.79 6.44 0.062
H -3.89 -2.28 5.85 0.068
H -3.84 -1.97 7.58 0.079
H -2.12 -3.63 6.68 0.136
H -0.35 -3.01 8.09 0.122
H -1.80 -2.46 8.90 0.120
H -2.15 -0.29 9.23 0.090
H -1.90 0.50 7.64 0.075
H -0.78 0.81 8.96 0.087
H -0.29 -2.73 5.53 0.078
H -0.83 -1.23 5.67 0.072
```


Entry 7:
Formula: C10H11NO
Source: the OMol25 dataset
Level of theory: ωB97M-V with the def2-TZVPD basis set

For the energy above the lowest of the compared OMol25 structures with the same formula, charge and spin, the calculation gives 172.0 kJ/mol. As for the expectation value of S²: 2.02. Its LUMO energy (alpha / beta) is 0.9 / -3.1 eV. The value obtained for the HOMO energy (alpha / beta) is -0.12971 / -0.28609 hartree. The spin multiplicity is 3.

Structure (XYZ):
```
23
Properties=species:S:1:pos:R:3:lowdin_charge:R:1
C -3.42 -0.32 -0.61 -0.116
C -2.99 0.66 0.29 -0.091
C -2.42 -1.18 -1.05 -0.116
C -1.66 0.93 0.53 -0.096
C -1.10 -0.84 -0.94 -0.030
C -0.71 0.24 -0.09 -0.256
C 1.15 1.48 -0.81 -0.002
C 2.30 1.08 -1.38 -0.104
C 0.73 0.44 0.15 -0.263
C 2.37 -1.26 1.04 -0.084
N 1.72 -0.69 -0.10 -0.076
O 2.72 -0.15 -1.00 -0.001
H -4.45 -0.37 -0.76 0.073
H -3.69 1.38 0.65 0.091
H -2.89 -1.81 -1.90 0.132
H -1.47 1.75 1.22 0.113
H -0.24 -1.39 -1.29 0.105
H 0.92 2.56 -0.72 0.137
H 2.91 1.70 -2.04 0.129
H 0.73 0.88 1.23 0.169
H 3.09 -2.11 0.76 0.111
H 2.95 -0.74 1.77 0.075
H 1.71 -1.93 1.63 0.102
```


no.,electronic energy (eV)
1,-40121.2198
2,-152860.6465
3,-61904.8960
4,-186633.1590
5,-9435.3022
6,-54207.9985
7,-14077.0469